Computed, not measured: a structure of composition C43H38GaN4O3P2S, with ωB97M-V/def2-TZVPD.

```
92
Properties=species:S:1:pos:R:3:lowdin_charge:R:1
Ga 0.144 0.071 0.217 0.3179
C 3.382 -1.859 -2.817 -0.0510
O 2.591 -0.850 -3.444 -0.1102
C 1.258 -1.153 -3.519 -0.2372
C 0.693 -1.434 -4.744 0.0172
C -0.674 -1.694 -4.861 -0.0806
C -1.460 -1.677 -3.735 -0.0509
C -0.917 -1.377 -2.472 -0.1529
C -1.728 -1.581 -1.298 -0.0115
N -1.374 -1.136 -0.145 -0.0255
N -1.922 -1.648 1.001 0.1065
C -1.115 -1.442 2.012 -0.4177
O 0.026 -0.804 1.906 -0.0616
C -1.506 -1.939 3.342 -0.1521
C -0.651 -1.763 4.426 -0.0177
C -1.038 -2.184 5.688 -0.0717
C -2.279 -2.776 5.875 -0.0749
C -3.131 -2.964 4.794 -0.0706
C -2.747 -2.550 3.531 -0.0232
C 0.473 -1.101 -2.345 -0.2833
O 1.073 -0.817 -1.206 -0.1198
H 3.226 -2.825 -3.303 0.0994
H 4.420 -1.561 -2.942 0.0938
H 3.149 -1.944 -1.754 0.0806
H 1.336 -1.447 -5.615 0.1292
H -1.102 -1.923 -5.827 0.1082
H -2.522 -1.882 -3.801 0.1173
H -2.581 -2.256 -1.348 0.1475
H 0.313 -1.298 4.271 0.1134
H -0.372 -2.049 6.530 0.1057
H -2.581 -3.094 6.864 0.1065
H -4.095 -3.433 4.938 0.1064
H -3.391 -2.690 2.674 0.1086
C 2.756 2.122 -2.168 -0.1429
N 1.685 2.407 -1.162 -0.4014
P 0.033 2.021 -1.766 1.0950
C 0.099 2.741 -3.442 -0.3561
C 0.815 3.902 -3.739 -0.1158
C 0.723 4.462 -5.002 -0.0611
C -0.073 3.868 -5.975 -0.0645
C -0.767 2.704 -5.688 -0.0617
C -0.683 2.140 -4.422 -0.0794
C -1.134 3.188 -1.017 -0.2612
C -2.092 2.509 -0.069 -0.2866
C -3.129 3.442 0.551 -0.2771
C -2.449 4.741 0.971 -0.2825
C -1.656 5.369 -0.119 0.0126
C -1.068 4.591 -1.074 -0.0709
P 1.933 1.633 0.356 1.0385
C 1.811 2.815 1.720 -0.2558
C 2.703 3.840 1.896 -0.0757
C 2.607 4.700 2.994 -0.0380
C 1.622 4.478 3.989 -0.0719
C 0.685 3.514 3.841 -0.0262
C 0.588 2.698 2.600 -0.2351
C 3.611 0.985 0.536 -0.3286
C 4.777 1.697 0.256 -0.0927
C 6.003 1.166 0.618 -0.0575
C 6.072 -0.069 1.251 -0.0587
C 4.917 -0.789 1.509 -0.0551
C 3.684 -0.264 1.152 -0.0753
H 2.329 1.909 -3.143 0.0696
H 3.347 1.250 -1.898 0.0645
H 3.413 2.987 -2.265 0.0853
H 1.463 4.347 -2.995 0.1038
H 1.278 5.362 -5.232 0.1113
H -0.142 4.310 -6.960 0.1106
H -1.367 2.226 -6.452 0.1112
H -1.219 1.226 -4.193 0.0946
H -2.579 1.663 -0.563 0.1469
H -4.090 3.480 0.048 0.1329
H -3.171 5.447 1.382 0.1459
H -1.543 6.445 -0.131 0.1190
H -0.470 5.053 -1.847 0.1022
H 3.511 3.980 1.189 0.1026
H 3.320 5.505 3.109 0.1082
H 1.641 5.083 4.887 0.1126
H -0.048 3.326 4.617 0.1246
H 0.370 1.655 2.865 0.1331
H 4.735 2.644 -0.266 0.1015
H 6.907 1.720 0.406 0.1129
H 7.035 -0.474 1.536 0.1125
H 4.973 -1.759 1.984 0.1142
H 2.772 -0.818 1.349 0.0970
S -3.137 2.834 2.350 1.2122
C -1.713 4.034 2.165 -0.2490
C -0.588 3.130 1.662 -0.2653
N -1.263 1.928 1.076 -0.1782
C -2.128 1.479 2.140 -0.3948
H -1.473 4.642 3.033 0.1232
H -0.097 3.675 0.864 0.1205
H -2.672 0.554 2.006 0.0541
```

Computed properties:
**Energy above the lowest of the compared OMol25 structures with the same formula, charge and spin**: 3.97 kcal per mole
**Gap between HOMO and LUMO (alpha / beta)**: 0.2472 / 0.2161 Eh
**Lowest unoccupied orbital energy (alpha / beta)**: -3.545 / -4.056 eV
**DFT total energy**: -5111.48815 Ha
**Charge**: +1

Computed, not measured: a cluster of 3 separate species, C4H9NO2 in total, with ωB97M-V/def2-TZVPD.

```
16
Properties=species:S:1:pos:R:3:nbo_charge:R:1
C -1.034 1.154 -0.205 -0.3174
C 0.079 2.059 -0.013 -0.3244
C 0.986 1.859 -1.015 -0.0649
N 0.364 1.017 -1.929 -0.5397
C -0.713 0.415 -1.326 -0.0431
H -1.582 0.593 0.539 0.2226
H 0.044 2.894 0.673 0.2226
H 2.027 2.126 -1.064 0.2175
H 0.630 1.096 -2.888 0.4134
H -1.010 -0.548 -1.695 0.2124
O 0.337 -0.255 2.337 -0.9391
H 0.825 0.519 2.051 0.4750
H -0.458 0.116 2.732 0.4649
O -0.359 -4.633 0.358 -0.9304
H -0.332 -3.668 0.307 0.4661
H 0.199 -4.743 1.138 0.4643
```

Computed properties:
**Energy above the lowest of the compared OMol25 structures with the same formula, charge and spin**: 59.50 kcal per mole
**Gap between HOMO and LUMO**: 0.3408 Eh
**Lowest unoccupied orbital energy**: 0.722 eV
**DFT total energy**: -362.99072 Ha
**Charge**: 0

Computed, not measured: the ion C3H2NO2S with charge -1, with ωB97M-V/def2-TZVPD.

```
9
Properties=species:S:1:pos:R:3:nbo_charge:R:1
O 2.344 -0.238 1.484 -0.6399
C 1.114 -0.443 1.360 0.2860
C 0.079 0.639 1.415 0.5534
O -0.352 0.941 2.517 -0.5817
N -0.166 1.452 0.324 -0.6102
C 0.137 0.916 -0.867 -0.0668
S 0.725 -0.625 -1.066 -0.2250
H 0.804 -1.627 1.666 0.1098
H -0.215 1.561 -1.761 0.1745
```

Computed properties:
**Energy above the lowest of the compared OMol25 structures with the same formula, charge and spin**: 27.66 kcal per mole
**Gap between HOMO and LUMO**: 0.2919 Eh
**Lowest unoccupied orbital energy**: 3.669 eV
**DFT total energy**: -718.96399 Ha
**Charge**: -1

Computed, not measured: a cluster of 2 separate species, C2H2F2S2 in total, with ωB97M-V/def2-TZVPD.

```
8
Properties=species:S:1:pos:R:3:nbo_charge:R:1
F 1.880 2.052 1.910 -0.2955
C 1.859 1.053 1.079 0.0945
S 1.008 -0.289 1.222 0.0231
H 2.159 1.286 0.016 0.1740
F -2.209 -0.045 -1.708 -0.3085
C -1.661 -1.075 -1.133 0.1159
S -2.291 -1.648 0.213 0.0225
H -0.745 -1.335 -1.600 0.1741
```

Computed properties:
**Energy above the lowest of the compared OMol25 structures with the same formula, charge and spin**: 33.12 kcal per mole
**Gap between HOMO and LUMO**: 0.3411 Eh
**Lowest unoccupied orbital energy**: -0.374 eV
**DFT total energy**: -1073.44086 Ha
**Charge**: 0

Computed, not measured: the molecule C7H12O2, with ωB97M-V/def2-TZVPD.

```
21
Properties=species:S:1:pos:R:3:nbo_charge:R:1
C -0.341 -0.935 -1.698 -0.3790
C -0.525 -0.348 -0.529 -0.0233
C -1.802 -0.145 0.125 0.1345
O -2.584 -1.268 0.291 -0.6777
C -2.159 1.081 0.570 0.0711
O -1.333 2.134 0.482 -0.6922
C 0.857 0.204 0.347 -0.2614
C 1.457 -1.096 0.897 -0.5938
C 1.869 0.936 -0.529 -0.6176
H 0.638 -1.156 -2.089 0.1968
H -1.186 -1.240 -2.298 0.2134
H -3.306 -1.074 0.900 0.4774
H -3.043 1.250 1.175 0.1743
H -0.394 1.743 0.236 0.5010
H 0.643 0.799 1.242 0.2157
H 2.311 -0.877 1.540 0.2031
H 1.778 -1.749 0.091 0.2054
H 0.724 -1.628 1.501 0.2168
H 2.170 0.328 -1.379 0.2103
H 1.459 1.866 -0.920 0.2096
H 2.765 1.173 0.043 0.2155
```

Computed properties:
**Energy above the lowest of the compared OMol25 structures with the same formula, charge and spin**: 47.89 kcal per mole
**Gap between HOMO and LUMO**: 0.3167 Eh
**Lowest unoccupied orbital energy**: 0.828 eV
**DFT total energy**: -424.31968 Ha
**Charge**: 0

Computed, not measured: a cluster of 2 separate species, C9H13NO in total, with ωB97M-V/def2-TZVPD.

```
24
Properties=species:S:1:pos:R:3:nbo_charge:R:1
C 2.610 -0.491 -0.426 -0.6511
C 1.581 -0.005 0.519 -0.0126
C 1.178 -0.595 1.736 -0.2274
C -0.026 -0.013 2.362 -0.1879
C -0.547 1.222 2.016 -0.2343
C -0.010 1.823 0.790 -0.1898
C 1.140 1.304 0.155 -0.2390
H 2.271 -0.432 -1.469 0.2201
H 2.865 -1.503 -0.131 0.2173
H 3.556 0.012 -0.544 0.2270
H 1.738 -1.395 2.201 0.2223
H -0.582 -0.652 3.076 0.2192
H -1.293 1.805 2.456 0.2197
H -0.445 2.782 0.502 0.2036
H 1.752 1.766 -0.620 0.2132
C -1.082 -1.500 -1.582 -0.7319
C -2.235 -0.714 -1.050 0.6670
N -2.290 0.633 -1.480 -0.8592
O -3.181 -1.235 -0.388 -0.6165
H -0.283 -1.575 -0.764 0.2529
H -0.651 -1.170 -2.515 0.2229
H -1.450 -2.551 -1.919 0.2495
H -3.157 1.307 -1.121 0.4122
H -1.459 1.179 -1.804 0.4027
```

Computed properties:
**Energy above the lowest of the compared OMol25 structures with the same formula, charge and spin**: 46.71 kcal per mole
**Gap between HOMO and LUMO**: 0.3585 Eh
**Lowest unoccupied orbital energy**: 0.727 eV
**DFT total energy**: -480.68283 Ha
**Charge**: 0

Computed, not measured: the molecule C3H7NO, with ωB97M-V/def2-TZVPD.

```
12
Properties=species:S:1:pos:R:3:nbo_charge:R:1
O 1.596 0.005 -0.396 -0.7111
C 0.611 0.087 0.603 0.0734
C -0.438 -0.991 0.337 -0.2548
N -1.171 -0.119 -0.601 -0.6426
C -0.557 1.055 0.089 -0.2553
H 1.137 -0.502 -1.197 0.4755
H 1.046 0.425 1.553 0.1927
H -0.017 -1.906 -0.259 0.1873
H -0.926 -1.165 1.322 0.1894
H -2.184 -0.310 -0.469 0.3622
H -0.121 1.770 -0.618 0.2008
H -1.198 1.578 0.868 0.1826
```

Computed properties:
**Energy above the lowest of the compared OMol25 structures with the same formula, charge and spin**: 63.96 kcal per mole
**Gap between HOMO and LUMO**: 0.3786 Eh
**Lowest unoccupied orbital energy**: 1.002 eV
**DFT total energy**: -248.42456 Ha
**Charge**: 0

Computed, not measured: a structure of composition C30H34F3IrN6O8S2, with ωB97M-V/def2-TZVPD.

```
84
Properties=species:S:1:pos:R:3:lowdin_spin:R:1
Ir -0.639 -0.591 -0.111 1.4461
C 7.262 1.363 0.765 0.0022
O 6.923 2.736 0.705 0.0428
C 5.861 3.146 1.442 0.0850
C 5.086 2.305 2.234 -0.0044
C 3.999 2.817 2.923 0.1045
C 3.653 4.175 2.819 0.0344
C 4.482 5.021 2.057 0.0742
C 5.560 4.512 1.376 -0.0183
N 2.512 4.708 3.361 0.5657
N 1.655 3.938 3.950 0.5258
C 0.855 3.046 3.382 0.0270
C 0.147 2.148 4.223 0.1438
C -0.440 1.002 3.738 -0.0239
C -0.382 0.687 2.375 0.1430
O -0.830 -0.444 1.886 0.1275
C 0.177 1.648 1.492 0.0390
N 0.135 1.330 0.165 0.0883
C 0.622 2.167 -0.730 -0.0076
C 1.097 3.428 -0.362 0.0476
C 1.143 3.776 0.968 -0.0036
C 0.730 2.858 1.944 0.0574
H 8.137 1.241 0.136 -0.0002
H 6.451 0.736 0.384 0.0006
H 7.504 1.055 1.785 0.0006
H 5.311 1.250 2.311 -0.0025
H 3.394 2.163 3.539 0.0069
H 4.227 6.072 1.995 0.0037
H 6.193 5.147 0.768 -0.0029
H 0.146 2.362 5.285 0.0077
H -0.923 0.299 4.406 -0.0050
H 0.599 1.855 -1.765 -0.0009
H 1.426 4.114 -1.131 0.0034
H 1.488 4.758 1.265 0.0020
O 1.728 -0.712 -0.046 0.1312
N 2.183 -1.679 -0.821 0.0040
C 3.316 -1.470 -1.525 0.0106
C 3.875 -2.460 -2.285 0.0005
C 3.240 -3.701 -2.343 0.0090
C 2.065 -3.885 -1.655 0.0047
C 1.510 -2.856 -0.885 0.0256
S 0.040 -3.006 -0.010 0.1427
H 3.738 -0.483 -1.410 0.0008
H 4.789 -2.264 -2.826 -0.0001
H 3.657 -4.507 -2.934 0.0005
H 1.527 -4.822 -1.692 0.0020
C -3.489 -2.042 2.158 0.0005
N -3.969 -2.827 1.035 0.0014
C -5.023 -3.781 1.360 0.0001
C -5.094 -4.888 0.335 0.0000
C -5.178 -4.236 -1.029 0.0010
N -4.011 -3.391 -1.225 0.0048
C -3.536 -3.223 -2.590 0.0001
C -3.485 -2.636 -0.221 0.0090
O -2.578 -1.818 -0.488 0.0665
H -2.992 -2.689 2.885 0.0001
H -4.332 -1.544 2.645 0.0001
H -2.784 -1.296 1.827 0.0001
H -5.987 -3.262 1.407 0.0001
H -4.817 -4.181 2.353 0.0000
H -5.961 -5.520 0.522 0.0000
H -4.192 -5.503 0.383 0.0000
H -6.100 -3.648 -1.110 0.0001
H -5.189 -4.979 -1.823 0.0002
H -3.412 -4.206 -3.045 0.0000
H -2.587 -2.706 -2.582 0.0000
H -4.236 -2.634 -3.187 0.0000
C -4.257 2.722 -0.919 0.0032
C -2.798 2.315 -0.892 0.0042
O -2.661 0.916 -0.604 0.0674
H -4.344 3.788 -1.142 0.0008
H -4.727 2.523 0.045 0.0000
H -4.792 2.166 -1.693 0.0001
H -2.272 2.838 -0.093 -0.0001
H -2.312 2.553 -1.839 -0.0003
H -2.972 0.408 -1.371 0.0001
F -0.774 -2.215 -4.710 0.0000
C -0.335 -0.952 -4.726 -0.0002
F -0.692 -0.391 -5.875 -0.0001
F 1.001 -0.966 -4.655 0.0000
S -1.017 -0.023 -3.295 0.0004
O -2.445 -0.208 -3.319 0.0002
O -0.553 1.328 -3.463 0.0003
O -0.327 -0.778 -2.209 -0.0020
```

Computed properties:
**Energy above the lowest of the compared OMol25 structures with the same formula, charge and spin**: 37.59 kcal per mole
**Gap between HOMO and LUMO (alpha / beta)**: 0.2396 / 0.2499 Eh
**Multiplicity**: 5
**Lowest unoccupied orbital energy (alpha / beta)**: 0.025 / -0.936 eV
**DFT total energy**: -3294.24331 Ha
**Charge**: 0

Computed, not measured: a cluster of 3 separate species, C5H7F in total, with ωB97M-V/def2-TZVPD.

```
13
Properties=species:S:1:pos:R:3:nbo_charge:R:1
C 0.525 1.416 0.980 0.0094
C 0.242 0.251 -0.049 -0.0946
C 1.219 -0.009 -0.871 -0.4244
C -1.122 -0.335 -0.159 -0.2246
C -1.210 -1.670 -0.194 -0.3357
H 0.754 2.569 0.045 0.2226
H 1.814 0.956 1.533 0.2243
H 0.822 -0.577 -1.752 0.2111
H 2.197 0.506 -0.976 0.2116
H -1.993 0.190 0.061 0.2256
H -2.112 -2.087 -0.140 0.1770
H -0.399 -2.499 -0.320 0.2004
F -0.738 1.290 1.843 -0.4028
```

Computed properties:
**Energy above the lowest of the compared OMol25 structures with the same formula, charge and spin**: 123.66 kcal per mole
**Gap between HOMO and LUMO**: 0.3493 Eh
**Lowest unoccupied orbital energy**: 0.375 eV
**DFT total energy**: -294.35650 Ha
**Charge**: 0

Computed, not measured: a cluster of 2 separate species, C2H3FO2 in total, with ωB97M-V/def2-TZVPD.

```
8
Properties=species:S:1:pos:R:3:nbo_charge:R:1
C -0.132 -1.462 -0.664 0.3074
C -0.170 1.633 1.417 0.5707
O -0.483 -0.372 -0.935 -0.5264
O -0.225 2.057 0.210 -0.6671
F 0.768 0.557 1.510 -0.4236
H 0.533 -1.694 0.179 0.1277
H -0.630 -2.426 -1.221 0.0918
H 0.338 1.707 -0.496 0.5196
```

Computed properties:
**Energy above the lowest of the compared OMol25 structures with the same formula, charge and spin**: 71.86 kcal per mole
**Gap between HOMO and LUMO**: 0.3994 Eh
**Lowest unoccupied orbital energy**: 0.639 eV
**DFT total energy**: -328.24053 Ha
**Charge**: 0

Computed, not measured: a cluster of 2 separate species, C2H3O2 in total, with ωB97M-V/def2-TZVPD.

```
7
Properties=species:S:1:pos:R:3:nbo_charge:R:1
C 0.828 0.150 0.045 0.3561
C -2.980 0.467 -0.085 0.8037
O -3.551 -0.499 -0.106 -0.1699
O -0.351 0.358 0.277 -0.6007
H 1.650 0.849 -0.043 0.1431
H 1.174 -0.755 -0.365 0.1263
H -2.708 1.430 0.403 0.3414
```

Computed properties:
**Energy above the lowest of the compared OMol25 structures with the same formula, charge and spin**: 30.71 kcal per mole
**Gap between HOMO and LUMO**: 0.2638 Eh
**Lowest unoccupied orbital energy**: -7.715 eV
**DFT total energy**: -228.08726 Ha
**Charge**: +1

Computed, not measured: the ion C5H10IS with charge +1, with ωB97M-V/def2-TZVPD.

```
17
Properties=species:S:1:pos:R:3:nbo_charge:R:1
C -0.572 0.855 -1.831 -0.3232
C -0.768 1.606 -0.729 -0.2391
C -1.334 0.977 0.501 -0.5446
S 0.153 0.371 1.414 0.5835
I -0.420 0.142 3.736 0.2474
C 0.438 -1.297 0.699 -0.5202
C 1.686 -1.179 -0.211 -0.6216
H -1.399 0.258 -2.208 0.2188
H 0.384 0.864 -2.339 0.2225
H -0.495 2.658 -0.714 0.2406
H -1.914 1.658 1.120 0.2650
H -1.915 0.110 0.187 0.2502
H 0.577 -2.036 1.481 0.2672
H -0.416 -1.550 0.074 0.2469
H 1.661 -1.935 -0.990 0.2506
H 2.561 -1.327 0.422 0.2336
H 1.773 -0.174 -0.611 0.2224
```

Computed properties:
**Gap between HOMO and LUMO**: 0.2765 Eh
**Lowest unoccupied orbital energy**: -5.659 eV
**DFT total energy**: -892.04528 Ha
**Charge**: +1